The following is a DFT calculation (ωB97M-V with the def2-TZVPD basis set) of a 2-piece molecular cluster, C4H4O overall.

Each line ends with the Mulliken charge.
Geometry (Å):
1 C 1.9456 -0.7551 0.1501  -0.118
2 C -1.7327 -1.5379 -0.0708  -0.120
3 C -1.9478 0.8504 -0.2599  -0.404
4 C 1.2377 -1.7354 0.0738  -0.603
5 O -1.9034 -0.4053 -0.2068  0.083
6 H 2.2867 0.1896 -0.2102  0.330
7 H -2.8136 1.3396 -0.6715  0.225
8 H -1.1664 1.5102 0.1301  0.211
9 H 1.0680 -2.7565 0.0299  0.396

Atoms 1-2, force components in eV/Å:
-1.2458 -0.0023 -1.0519
0.1769 -2.1191 0.1036

* spin multiplicity: 1

The following is a DFT calculation (ωB97M-V with the def2-TZVPD basis set) of C27H35ClN2O5SY as an isolated structure.

Each line ends with the Mulliken charge.
Geometry (Å):
1 Y -1.4025 -0.3866 -0.3246  0.254
2 Cl -3.7148 -0.3874 0.5088  -0.410
3 N -0.3107 1.6706 -0.8768  0.241
4 N -0.3665 -2.5668 -0.7460  0.102
5 C -0.8823 2.4516 -1.7926  0.425
6 C -0.7960 -3.2414 -1.7991  0.305
7 C 1.0080 2.2942 -0.5682  1.316
8 C 0.7817 3.7362 -1.0103  -0.934
9 C 2.0800 1.6591 -1.4361  -1.287
10 C 1.3531 2.2273 0.9042  -1.300
11 H 1.8115 1.7244 -2.5016  0.302
12 H 2.2268 0.6019 -1.1804  -0.008
13 H 3.0247 2.1956 -1.2791  0.444
14 H 0.5266 2.6251 1.5037  0.332
15 H 2.2368 2.8577 1.0789  0.444
16 H 1.5884 1.2124 1.2353  -0.014
17 C 0.8022 -3.3252 -0.1880  1.323
18 C 0.9457 -4.5043 -1.1447  -0.764
19 C 0.4950 -3.8426 1.2046  -1.477
20 C 2.0568 -2.4762 -0.2179  -1.408
21 H 2.1868 -2.0432 -1.2197  0.296
22 H 2.9190 -3.1221 -0.0010  0.444
23 H 2.0246 -1.6868 0.5408  0.130
24 H -0.5386 -4.2058 1.2484  0.349
25 H 0.6407 -3.0722 1.9603  0.052
26 H 1.1719 -4.6764 1.4376  0.443
27 O -0.1123 -4.3224 -2.1279  -0.429
28 H 0.7823 -5.4847 -0.6781  0.290
29 H 1.8922 -4.5199 -1.6971  0.323
30 O -0.3334 3.6349 -1.9663  -0.405
31 H 1.6210 4.1991 -1.5443  0.278
32 H 0.4396 4.3846 -0.1881  0.366
33 C -1.9976 2.0415 -2.6927  -1.369
34 C -1.9211 -2.8493 -2.6975  -1.384
35 C -1.4540 -1.5942 -3.3723  -0.026
36 H -2.7991 -2.6571 -2.0570  0.174
37 H -2.1469 -3.6666 -3.3918  0.455
38 C -1.5963 -0.4050 -2.7077  1.047
39 C -1.5020 0.7934 -3.3733  -0.059
40 H -1.8149 -0.2102 2.2850  0.212
41 C -0.8021 0.8309 -4.6023  1.204
42 C -0.4005 -0.3771 -5.1698  -1.348
43 C -0.4559 2.1407 -5.2360  -1.710
44 C -0.7417 -1.5995 -4.5960  1.238
45 H 0.1727 -0.3655 -6.1012  0.167
46 C -0.3527 -2.9018 -5.2189  -1.735
47 H 0.3256 -2.7344 -6.0613  0.386
48 H -1.2335 -3.4418 -5.5942  0.292
49 H 0.1498 -3.5616 -4.4981  0.216
50 H -1.3527 2.7321 -5.4653  0.292
51 H 0.0882 1.9770 -6.1732  0.400
52 H 0.1858 2.7577 -4.5891  0.207
53 H -2.2301 2.8553 -3.3891  0.428
54 H -2.8814 1.8368 -2.0630  0.129
55 C -0.2393 3.2141 7.8625  -1.436
56 C -0.1416 2.3081 6.6745  1.272
57 C 0.5518 1.0998 6.7851  -1.078
58 C 0.6235 0.2234 5.7095  -0.479
59 C -0.0027 0.5565 4.4946  0.274
60 C -0.6607 1.7848 4.3555  0.165
61 C -0.7271 2.6470 5.4525  -1.290
62 S 0.1332 -0.6596 3.2316  1.199
63 O 1.4133 -0.6237 2.5653  -0.573
64 O -0.4848 -1.9005 3.6281  -0.531
65 O -0.8881 0.0057 2.0277  -0.290
66 H -0.8429 2.7620 8.6592  0.306
67 H 0.7529 3.4111 8.2839  0.346
68 H -0.6973 4.1667 7.5877  0.349
69 H 1.0367 0.8401 7.7263  0.294
70 H 1.1505 -0.7266 5.8084  0.411
71 H -1.1278 2.0786 3.4140  0.612
72 H -1.2475 3.6005 5.3638  0.206

Atoms 1-2, force components in eV/Å:
0.8507 -0.2390 -1.4004
-0.7750 0.0354 0.6893

* net charge: -1
* spin multiplicity: 1

The following is a DFT calculation (ωB97M-V with the def2-TZVPD basis set) of a 2-piece molecular cluster, C23H28NO2 overall.

Each line ends with the Mulliken charge.
Geometry (Å):
1 C 6.3980 -1.5382 2.7011  -0.835
2 O 5.7389 -0.2470 2.6921  -0.408
3 C 4.3801 -0.2356 2.6896  0.953
4 C 3.7395 1.0349 2.6778  -0.728
5 C 2.3692 1.1107 2.6600  -0.358
6 C 1.5859 -0.0757 2.6560  0.556
7 C 0.1757 0.0620 2.6055  -0.129
8 O -0.5800 -0.9977 2.5646  -0.295
9 C -2.0140 -0.8440 2.6061  -0.467
10 C 2.2235 -1.3462 2.6818  -0.815
11 C 3.5978 -1.4235 2.6920  -0.317
12 H 7.4585 -1.2910 2.7033  0.246
13 H 6.1391 -2.1143 3.6015  0.366
14 H 6.1446 -2.1233 1.8051  0.363
15 H 4.3647 1.9262 2.6796  0.455
16 H 1.8397 2.0659 2.6600  0.405
17 H -0.2944 1.0572 2.6241  0.338
18 H -2.3982 -1.8658 2.6233  0.280
19 H -2.3137 -0.2949 3.5086  0.360
20 H -2.3526 -0.3073 1.7105  0.143
21 H 1.6218 -2.2537 2.6916  0.460
22 H 4.0943 -2.3971 2.7012  0.407
23 C -3.4497 -1.6629 -4.0075  -0.582
24 C -2.3623 -2.7316 -3.7946  -0.592
25 C -1.2646 -2.0761 -2.9442  -0.827
26 N -1.8380 -0.8271 -2.4708  0.243
27 C -1.0760 0.0488 -1.7392  0.581
28 C 0.2903 -0.1047 -1.6387  -0.927
29 C 1.1575 0.9319 -1.0390  -0.168
30 C 0.5083 2.3396 -1.0513  -1.344
31 C -0.9472 2.3070 -0.7115  0.690
32 C -1.7244 1.1765 -1.0320  0.666
33 C -3.0584 1.1207 -0.5930  -0.450
34 C -3.6426 2.2179 0.0386  -1.139
35 C -2.8812 3.3686 0.2847  -0.627
36 C -1.5382 3.4058 -0.0876  -0.689
37 C -2.9831 -0.4039 -3.2630  -0.475
38 H -3.5793 -1.4318 -5.0676  0.312
39 H -4.4128 -1.9981 -3.6110  0.282
40 H -2.7640 -3.6042 -3.2714  0.266
41 H -1.9386 -3.0639 -4.7453  0.304
42 H -0.9518 -2.7097 -2.1000  0.324
43 H -0.3670 -1.8952 -3.5603  0.353
44 H 0.7769 -0.9967 -2.0329  0.364
45 H 1.3867 0.6647 0.0069  -0.333
46 H 2.1169 0.9705 -1.5751  0.492
47 H 1.0389 2.9891 -0.3420  0.398
48 H 0.6403 2.7794 -2.0548  0.329
49 H -3.6322 0.2021 -0.7293  0.758
50 H -4.6879 2.1656 0.3410  0.433
51 H -3.3330 4.2288 0.7746  0.410
52 H -0.9269 4.2840 0.1144  0.447
53 H -2.6971 0.3799 -3.9891  0.217
54 H -3.7779 0.0236 -2.6442  0.303

Atoms 1-2, force components in eV/Å:
0.0292 0.0821 0.0018
-1.7634 -0.3460 0.0176

* net charge: +1
* spin multiplicity: 1

Calculated energy relative to the best compared isomer or geometry (same formula, charge and spin) (kcal per mole), listed in the same order as above: 177.2; 29.9; 31.4
Calculated strongest force on any atom (Eh/bohr), listed in the same order as above: 0.1040; 0.0613; 0.0383